# C64H169N7O32

A cluster of 17 separate species, C64H169N7O32 in total in a non-equilibrium geometry (ωB97M-V/def2-TZVPD, OMol25).

Calculated values
HOMO-LUMO gap ... 8.855 eV
HOMO ... -8.4 eV

Last columns: bonded neighbours and bond lengths (Å).
Cartesian coordinates (Å):
1 C 5.552 2.997 6.229  O2 1.406, H10 1.090, H11 1.090, H12 1.090
2 O 4.277 2.711 6.749  C1 1.406, C3 1.417
3 C 3.252 2.550 5.785  O2 1.417, C4 1.582, H13 1.090, H14 1.090
4 C 1.971 2.116 6.606  C3 1.582, N5 1.415, H15 1.090, H16 1.090
5 N 2.120 0.817 7.149  C4 1.415, C6 1.471, H17 1.010
6 C 2.118 -0.398 6.321  N5 1.471, C7 1.527, H18 1.090, H19 1.090
7 C 2.442 -1.542 7.279  C6 1.527, O8 1.397, H20 1.090, H21 1.090
8 O 3.699 -1.464 7.884  C7 1.397, C9 1.428
9 C 3.884 -2.409 8.938  O8 1.428, H22 1.090, H23 1.090, H24 1.090
10 H 6.239 2.977 7.075  C1 1.090
11 H 5.683 3.943 5.703  C1 1.090
12 H 5.882 2.200 5.564  C1 1.090
13 H 3.537 1.842 5.007  C3 1.090
14 H 3.089 3.402 5.125  C3 1.090
15 H 1.106 2.120 5.942  C4 1.090
16 H 1.829 2.887 7.363  C4 1.090
17 H 3.032 0.688 7.563  N5 1.010
18 H 2.897 -0.372 5.560  C6 1.090
19 H 1.133 -0.456 5.857  C6 1.090
20 H 2.399 -2.432 6.653  C7 1.090
21 H 1.664 -1.715 8.023  C7 1.090
22 H 3.742 -3.445 8.631  C9 1.090
23 H 3.108 -2.200 9.674  C9 1.090
24 H 4.900 -2.365 9.332  C9 1.090
25 C -7.445 0.296 -4.699  O26 1.388, H34 1.090, H35 1.090, H36 1.090
26 O -6.389 0.757 -5.473  C25 1.388, C27 1.437
27 C -5.071 0.453 -4.988  O26 1.437, C28 1.530, H37 1.090, H38 1.090
28 C -3.979 1.160 -5.793  C27 1.530, N29 1.460, H39 1.090, H40 1.090
29 N -4.115 2.611 -5.708  C28 1.460, C30 1.494, H41 1.010
30 C -2.900 3.393 -6.089  N29 1.494, C31 1.500, H42 1.090, H43 1.090
31 C -3.094 4.862 -5.857  C30 1.500, O32 1.442, H44 1.090, H45 1.090
32 O -2.195 5.267 -4.805  C31 1.442, C33 1.446
33 C -2.659 6.396 -4.030  O32 1.446, H46 1.090, H47 1.090, H48 1.090
34 H -7.698 0.990 -3.898  C25 1.090
35 H -7.288 -0.729 -4.365  C25 1.090
36 H -8.338 0.218 -5.320  C25 1.090
37 H -5.008 -0.631 -4.894  C27 1.090
38 H -5.130 0.757 -3.943  C27 1.090
39 H -4.162 0.856 -6.823  C28 1.090
40 H -3.004 0.696 -5.644  C28 1.090
41 H -4.890 2.952 -6.258  N29 1.010
42 H -2.630 3.145 -7.116  C30 1.090
43 H -2.017 3.067 -5.540  C30 1.090
44 H -4.106 5.006 -5.476  C31 1.090
45 H -2.964 5.499 -6.732  C31 1.090
46 H -3.016 7.173 -4.706  C33 1.090
47 H -1.758 6.782 -3.553  C33 1.090
48 H -3.435 6.176 -3.296  C33 1.090
49 C 5.069 -0.047 -8.090  O50 1.391, H58 1.090, H59 1.090, H60 1.090
50 O 4.044 -0.968 -7.909  C49 1.391, C51 1.404
51 C 3.222 -1.326 -8.990  O50 1.404, C52 1.545, H61 1.090, H62 1.090
52 C 2.055 -2.198 -8.476  C51 1.545, N53 1.483, H63 1.090, H64 1.090
53 N 1.243 -1.458 -7.480  C52 1.483, C54 1.454, H65 1.010
54 C 0.421 -0.448 -8.126  N53 1.454, C55 1.482, H66 1.090, H67 1.090
55 C -0.739 -0.108 -7.268  C54 1.482, O56 1.452, H68 1.090, H69 1.090
56 O -0.545 1.015 -6.369  C55 1.452, C57 1.427
57 C 0.366 0.651 -5.333  O56 1.427, H70 1.090, H71 1.090, H72 1.090
58 H 5.761 -0.337 -8.881  C49 1.090
59 H 5.717 0.019 -7.216  C49 1.090
60 H 4.702 0.961 -8.283  C49 1.090
61 H 3.795 -1.938 -9.686  C51 1.090
62 H 2.989 -0.456 -9.605  C51 1.090
63 H 2.459 -3.005 -7.864  C52 1.090
64 H 1.465 -2.586 -9.306  C52 1.090
65 H 1.938 -1.033 -6.883  N53 1.010
66 H 0.054 -0.863 -9.065  C54 1.090
67 H 0.999 0.459 -8.306  C54 1.090
68 H -1.245 -0.931 -6.765  C55 1.090
69 H -1.568 0.216 -7.898  C55 1.090
70 H 0.215 -0.369 -4.978  C57 1.090
71 H 0.262 1.336 -4.492  C57 1.090
72 H 1.399 0.751 -5.667  C57 1.090
73 C 5.294 -3.399 -0.161  O74 1.450, H82 1.090, H83 1.090, H84 1.090
74 O 4.968 -2.027 -0.500  C73 1.450, C75 1.442
75 C 3.557 -1.735 -0.432  O74 1.442, C76 1.507, H85 1.090, H86 1.090
76 C 3.279 -0.435 -1.141  C75 1.507, N77 1.509, H87 1.090, H88 1.090
77 N 3.799 -0.554 -2.553  C76 1.509, C78 1.451, H89 1.010
78 C 3.772 0.770 -3.146  N77 1.451, C79 1.542, H90 1.090, H91 1.090
79 C 4.606 0.757 -4.443  C78 1.542, O80 1.375, H92 1.090, H93 1.090
80 O 5.949 0.992 -4.260  C79 1.375, C81 1.519
81 C 6.704 -0.247 -3.813  O80 1.519, H94 1.090, H95 1.090, H96 1.090
82 H 4.790 -3.550 0.793  C73 1.090
83 H 6.359 -3.470 0.057  C73 1.090
84 H 4.912 -4.070 -0.930  C73 1.090
85 H 3.366 -1.596 0.632  C75 1.090
86 H 2.901 -2.560 -0.706  C75 1.090
87 H 3.702 0.382 -0.556  C76 1.090
88 H 2.223 -0.167 -1.119  C76 1.090
89 H 4.742 -0.874 -2.383  N77 1.010
90 H 4.205 1.557 -2.528  C78 1.090
91 H 2.725 0.994 -3.352  C78 1.090
92 H 4.236 1.587 -5.045  C79 1.090
93 H 4.435 -0.137 -5.042  C79 1.090
94 H 6.792 -1.063 -4.531  C81 1.090
95 H 6.219 -0.725 -2.962  C81 1.090
96 H 7.705 0.055 -3.503  C81 1.090
97 C -1.300 3.320 7.209  O98 1.417, H106 1.090, H107 1.090, H108 1.090
98 O -0.414 4.171 6.503  C97 1.417, C99 1.420
99 C -0.872 4.553 5.215  O98 1.420, C100 1.514, H109 1.090, H110 1.090
100 C 0.023 5.552 4.514  C99 1.514, N101 1.454, H111 1.090, H112 1.090
101 N 1.354 4.994 4.340  C100 1.454, C102 1.468, H113 1.010
102 C 2.263 6.074 3.937  N101 1.468, C103 1.541, H114 1.090, H115 1.090
103 C 2.027 6.573 2.499  C102 1.541, O104 1.386, H116 1.090, H117 1.090
104 O 3.152 7.306 2.154  C103 1.386, C105 1.441
105 C 3.102 7.807 0.804  O104 1.441, H118 1.090, H119 1.090, H120 1.090
106 H -0.983 3.259 8.250  C97 1.090
107 H -1.306 2.272 6.909  C97 1.090
108 H -2.285 3.786 7.203  C97 1.090
109 H -1.884 4.952 5.282  C99 1.090
110 H -0.883 3.589 4.706  C99 1.090
111 H 0.054 6.360 5.245  C100 1.090
112 H -0.402 5.773 3.535  C100 1.090
113 H 1.690 4.520 5.166  N101 1.010
114 H 3.308 5.766 3.960  C102 1.090
115 H 2.336 6.866 4.684  C102 1.090
116 H 1.116 7.172 2.476  C103 1.090
117 H 1.887 5.746 1.803  C103 1.090
118 H 3.082 7.039 0.031  C105 1.090
119 H 3.947 8.481 0.665  C105 1.090
120 H 2.200 8.394 0.636  C105 1.090
121 C 0.925 -0.185 2.770  O122 1.415, H130 1.090, H131 1.090, H132 1.090
122 O -0.488 -0.230 2.840  C121 1.415, C123 1.449
123 C -1.215 0.994 2.571  O122 1.449, C124 1.578, H133 1.090, H134 1.090
124 C -1.096 1.382 1.046  C123 1.578, N125 1.470, H135 1.090, H136 1.090
125 N -1.843 0.514 0.126  C124 1.470, C126 1.469, H137 1.010
126 C -1.504 0.931 -1.241  N125 1.469, C127 1.530, H138 1.090, H139 1.090
127 C -2.351 0.179 -2.269  C126 1.530, O128 1.404, H140 1.090, H141 1.090
128 O -1.906 -1.152 -2.280  C127 1.404, C129 1.375
129 C -2.414 -1.804 -3.379  O128 1.375, H142 1.090, H143 1.090, H144 1.090
130 H 1.364 -0.028 1.785  C121 1.090
131 H 1.323 -1.139 3.117  C121 1.090
132 H 1.304 0.620 3.399  C121 1.090
133 H -0.760 1.775 3.180  C123 1.090
134 H -2.274 0.876 2.800  C123 1.090
135 H -0.055 1.518 0.752  C124 1.090
136 H -1.586 2.355 1.021  C124 1.090
137 H -1.563 -0.437 0.322  N125 1.010
138 H -0.464 0.642 -1.391  C126 1.090
139 H -1.578 2.011 -1.369  C126 1.090
140 H -2.194 0.677 -3.226  C127 1.090
141 H -3.419 0.179 -2.048  C127 1.090
142 H -2.444 -1.282 -4.335  C129 1.090
143 H -3.360 -2.313 -3.199  C129 1.090
144 H -1.723 -2.633 -3.537  C129 1.090
145 C -3.737 0.585 5.918  O146 1.431, H154 1.090, H155 1.090, H156 1.090
146 O -3.455 -0.782 6.233  C145 1.431, C147 1.451
147 C -2.739 -1.417 5.142  O146 1.451, C148 1.536, H157 1.090, H158 1.090
148 C -2.838 -2.903 5.522  C147 1.536, N149 1.462, H159 1.090, H160 1.090
149 N -1.961 -3.824 4.801  C148 1.462, C150 1.480, H161 1.010
150 C -0.654 -3.910 5.489  N149 1.480, C151 1.530, H162 1.090, H163 1.090
151 C 0.216 -4.938 4.762  C150 1.530, O152 1.414, H164 1.090, H165 1.090
152 O 1.556 -4.940 5.215  C151 1.414, C153 1.459
153 C 1.767 -5.399 6.583  O152 1.459, H166 1.090, H167 1.090, H168 1.090
154 H -2.809 1.131 5.746  C145 1.090
155 H -4.424 1.104 6.586  C145 1.090
156 H -4.373 0.710 5.042  C145 1.090
157 H -1.686 -1.137 5.162  C147 1.090
158 H -3.135 -1.219 4.146  C147 1.090
159 H -3.822 -3.220 5.175  C148 1.090
160 H -2.834 -2.999 6.608  C148 1.090
161 H -1.703 -3.390 3.926  N149 1.010
162 H -0.846 -4.124 6.541  C150 1.090
163 H -0.215 -2.915 5.423  C150 1.090
164 H 0.229 -4.760 3.687  C151 1.090
165 H -0.129 -5.950 4.969  C151 1.090
166 H 2.827 -5.645 6.637  C153 1.090
167 H 1.158 -6.282 6.777  C153 1.090
168 H 1.505 -4.653 7.333  C153 1.090
169 C -3.966 -5.472 -2.690  C170 1.539, O172 1.464, H173 1.090, H174 1.090
170 C -4.155 -6.489 -1.551  C169 1.539, O171 1.447, H175 1.090, H176 1.090
171 O -4.067 -7.912 -1.794  C170 1.447, H177 0.960
172 O -2.623 -5.623 -3.254  C169 1.464, H178 0.960
173 H -3.994 -4.436 -2.351  C169 1.090
174 H -4.731 -5.578 -3.459  C169 1.090
175 H -5.195 -6.365 -1.247  C170 1.090
176 H -3.630 -6.371 -0.603  C170 1.090
177 H -4.816 -8.154 -2.343  O171 0.960
178 H -2.653 -5.370 -4.180  O172 0.960
179 C -0.653 -3.281 -0.303  C180 1.576, O182 1.429, H183 1.090, H184 1.090
180 C -0.384 -3.540 1.229  C179 1.576, O181 1.400, H185 1.090, H186 1.090
181 O -1.209 -2.729 2.018  C180 1.400, H187 0.960
182 O -0.155 -1.981 -0.623  C179 1.429, H188 0.960
183 H -1.734 -3.300 -0.448  C179 1.090
184 H -0.244 -4.151 -0.816  C179 1.090
185 H 0.643 -3.336 1.532  C180 1.090
186 H -0.626 -4.577 1.462  C180 1.090
187 H -0.884 -1.825 2.032  O181 0.960
188 H -0.629 -1.630 -1.380  O182 0.960
189 C 4.233 -4.125 3.797  C190 1.559, O192 1.407, H193 1.090, H194 1.090
190 C 5.020 -3.909 5.126  C189 1.559, O191 1.381, H195 1.090, H196 1.090
191 O 5.841 -5.010 5.281  C190 1.381, H197 0.960
192 O 3.324 -3.062 3.645  C189 1.407, H198 0.960
193 H 3.640 -5.039 3.759  C189 1.090
194 H 4.760 -4.153 2.843  C189 1.090
195 H 4.410 -3.661 5.994  C190 1.090
196 H 5.639 -3.021 4.997  C190 1.090
197 H 6.450 -4.998 4.539  O191 0.960
198 H 2.499 -3.397 4.002  O192 0.960
199 C 2.829 2.940 1.840  C200 1.536, O202 1.433, H203 1.090, H204 1.090
200 C 3.182 2.945 0.345  C199 1.536, O201 1.419, H205 1.090, H206 1.090
201 O 4.573 2.802 0.101  C200 1.419, H207 0.960
202 O 1.468 3.248 2.163  C199 1.433, H208 0.960
203 H 3.497 3.562 2.436  C199 1.090
204 H 3.023 1.940 2.227  C199 1.090
205 H 2.765 3.858 -0.079  C200 1.090
206 H 2.516 2.192 -0.075  C200 1.090
207 H 5.122 3.479 0.504  O201 0.960
208 H 1.509 3.912 2.855  O202 0.960
209 C -5.029 1.040 1.668  C210 1.511, O212 1.401, H213 1.090, H214 1.090
210 C -5.176 2.325 2.451  C209 1.511, O211 1.446, H215 1.090, H216 1.090
211 O -3.916 2.965 2.754  C210 1.446, H217 0.960
212 O -4.574 1.362 0.383  C209 1.401, H218 0.960
213 H -5.979 0.515 1.576  C209 1.090
214 H -4.313 0.455 2.246  C209 1.090
215 H -5.753 2.177 3.363  C210 1.090
216 H -5.734 3.004 1.806  C210 1.090
217 H -3.539 3.233 1.913  O211 0.960
218 H -3.651 1.167 0.204  O212 0.960
219 C 0.670 -3.908 -4.580  C220 1.537, O222 1.447, H223 1.090, H224 1.090
220 C 1.201 -2.817 -3.637  C219 1.537, O221 1.417, H225 1.090, H226 1.090
221 O 2.238 -2.080 -4.263  C220 1.417, H227 0.960
222 O 0.080 -3.378 -5.789  C219 1.447, H228 0.960
223 H -0.004 -4.566 -4.031  C219 1.090
224 H 1.500 -4.561 -4.851  C219 1.090
225 H 1.630 -3.178 -2.702  C220 1.090
226 H 0.450 -2.073 -3.372  C220 1.090
227 H 2.591 -1.477 -3.605  O221 0.960
228 H 0.756 -2.815 -6.172  O222 0.960
229 C -3.429 -3.281 -6.299  C230 1.586, O232 1.382, H233 1.090, H234 1.090
230 C -4.924 -3.617 -5.892  C229 1.586, O231 1.411, H235 1.090, H236 1.090
231 O -5.775 -2.824 -6.691  C230 1.411, H237 0.960
232 O -2.602 -4.062 -5.512  C229 1.382, H238 0.960
233 H -3.178 -2.226 -6.184  C229 1.090
234 H -3.334 -3.560 -7.348  C229 1.090
235 H -5.111 -3.169 -4.916  C230 1.090
236 H -5.245 -4.659 -5.913  C230 1.090
237 H -6.628 -2.963 -6.273  O231 0.960
238 H -1.679 -3.885 -5.708  O232 0.960
239 C 6.384 0.516 2.280  C240 1.518, O242 1.410, H243 1.090, H244 1.090
240 C 5.524 -0.230 3.285  C239 1.518, O241 1.406, H245 1.090, H246 1.090
241 O 4.186 -0.494 2.945  C240 1.406, H247 0.960
242 O 6.780 -0.361 1.250  C239 1.410, H248 0.960
243 H 7.324 0.786 2.762  C239 1.090
244 H 5.980 1.492 2.014  C239 1.090
245 H 5.487 0.417 4.162  C240 1.090
246 H 6.091 -1.125 3.540  C240 1.090
247 H 3.925 -1.397 3.139  O241 0.960
248 H 6.001 -0.770 0.866  O242 0.960
249 C -7.386 -1.351 -1.376  C250 1.526, H253 1.090, H254 1.090, H255 1.090
250 C -6.086 -2.124 -1.573  C249 1.526, C251 1.581, O252 1.429, H256 1.090
251 C -5.171 -2.128 -0.284  C250 1.581, H257 1.090, H258 1.090, H259 1.090
252 O -6.529 -3.461 -1.814  C250 1.429, H260 0.960
253 H -7.877 -1.262 -2.345  C249 1.090
254 H -7.223 -0.350 -0.978  C249 1.090
255 H -7.971 -1.881 -0.624  C249 1.090
256 H -5.605 -1.633 -2.419  C250 1.090
257 H -5.612 -2.620 0.583  C251 1.090
258 H -4.866 -1.117 -0.014  C251 1.090
259 H -4.190 -2.548 -0.507  C251 1.090
260 H -6.927 -3.917 -1.069  O252 0.960
261 C -1.888 5.444 1.178  C262 1.460, H265 1.090, H266 1.090, H267 1.090
262 C -2.604 5.098 -0.047  C261 1.460, C263 1.511, O264 1.355, H268 1.090
263 C -1.688 4.809 -1.213  C262 1.511, H269 1.090, H270 1.090, H271 1.090
264 O -3.240 3.937 0.239  C262 1.355, H272 0.960
265 H -1.333 4.625 1.636  C261 1.090
266 H -2.614 5.795 1.911  C261 1.090
267 H -1.154 6.219 0.961  C261 1.090
268 H -3.279 5.894 -0.362  C262 1.090
269 H -2.269 4.480 -2.075  C263 1.090
270 H -0.850 4.113 -1.190  C263 1.090
271 H -1.259 5.769 -1.502  C263 1.090
272 H -3.567 3.528 -0.566  O264 0.960

Mulliken population analysis, charges in e, atoms 1 to 8: number 1, C, carries -0.557; number 2, O, carries -0.505; number 3, C, carries 1.588; number 4, C, carries -0.268; number 5, N, carries -0.151; number 6, C, carries 1.007; number 7, C, carries -0.360; number 8, O, carries -0.362